{"formula": "C49H37F5N3O17P2S", "method": "ωB97M-V/def2-TZVPD", "total_charge": 1, "homo_lumo_gap_ha": 0.257, "energy_ev": -133681.7131, "homo_energy_ev": -11.55, "symbols": ["S", "P", "P", "F", "F", "F", "F", "F", "O", "O", "O", "O", "O", "O", "O", "O", "O", "O", "O", "O", "O", "O", "O", "O", "O", "N", "N", "N", "C", "C", "C", "C", "C", "C", "C", "C", "C", "C", "C", "C", "C", "C", "C", "C", "C", "C", "C", "C", "C", "C", "C", "C", "C", "C", "C", "C", "C", "C", "C", "C", "C", "C", "C", "C", "C", "C", "C", "C", "C", "C", "C", "C", "C", "C", "C", "C", "C", "H", "H", "H", "H", "H", "H", "H", "H", "H", "H", "H", "H", "H", "H", "H", "H", "H", "H", "H", "H", "H", "H", "H", "H", "H", "H", "H", "H", "H", "H", "H", "H", "H", "H", "H", "H", "H"], "xyz": [[4.02053, -3.45001, 2.59446], [1.31294, -1.24448, 2.36270], [3.58976, -3.46059, 0.74489], [-1.57679, 4.06472, 4.64362], [-1.14570, 5.38417, 2.98392], [-0.19150, 0.96197, -0.39668], [1.46561, 2.27962, -0.90715], [-2.43122, 3.65372, 2.69575], [0.90025, -2.81720, 2.39970], [1.00174, 4.46881, 7.91188], [0.04043, -6.62337, 1.06232], [1.79707, 0.43931, -6.82177], [2.38738, -0.90230, 3.47004], [6.18422, -1.83623, -2.58842], [0.24132, -9.22249, -3.54842], [-0.99409, 5.70984, -0.37527], [-7.08795, -8.26358, 3.93505], [4.91999, 4.70606, -7.12149], [-2.05158, 8.77748, 8.30338], [-5.50082, 8.48909, -0.51185], [4.92228, -3.89053, -0.04347], [4.10992, -2.02797, -1.98034], [-3.69490, -8.77928, -0.09918], [2.50568, -4.54119, 0.31576], [0.08206, -0.47946, 2.53994], [2.97653, -1.91363, 0.14878], [5.48787, -1.46961, -1.77068], [2.68425, -0.31472, -1.24979], [2.80008, 0.44893, -2.53209], [4.32925, 2.61546, -8.02626], [-5.78657, -9.34723, 0.81959], [2.09984, -0.99838, 0.72186], [2.38813, 2.53163, -5.91994], [-1.35253, 7.79274, 8.21478], [-0.08266, 7.67685, 8.97515], [3.54472, 1.54293, -7.94935], [1.27977, -1.04462, -3.78856], [-4.99735, -7.69426, 3.02044], [0.95877, 3.17535, 3.86858], [1.48041, 0.23590, -3.30069], [1.21968, -7.05652, -0.92007], [-4.47077, 7.85379, -0.48034], [2.05776, 2.45261, 3.47267], [1.27647, -7.70321, -2.08046], [0.12035, -1.37082, -4.46094], [-0.61483, 0.89905, -4.16044], [-6.31360, -8.38148, 3.01272], [-1.00387, -8.15133, -0.40151], [1.07800, 1.96236, 1.34769], [-4.25046, 6.79048, 0.53110], [0.55049, 1.23707, -3.48382], [4.20603, 3.73083, -7.05516], [3.32000, -1.45473, -1.07617], [2.51293, 1.41693, -6.89160], [0.19070, -8.63117, -2.49307], [2.13028, 1.85402, 2.23211], [3.17259, 3.60448, -5.99626], [-6.64093, -9.21786, 1.83141], [-3.37782, 8.10912, -1.45282], [-1.32101, 4.08237, 3.32220], [-1.73262, 6.65414, 7.34177], [-4.47406, -8.66105, 0.82864], [-2.24468, 7.41232, -1.41801], [-0.08372, 3.30056, 2.95340], [-0.95236, -8.80225, -1.56148], [1.06691, 1.31373, -0.01635], [-0.83597, -0.37698, -4.62206], [-0.02602, 2.70526, 1.71976], [-2.02695, 6.35059, -0.40696], [-4.14430, -7.82440, 2.00836], [-0.96524, 5.57178, 7.24683], [0.07867, -7.22958, 0.00330], [0.68385, 6.59339, 8.87792], [0.30195, 5.45777, 8.00540], [-3.11625, 6.09577, 0.56404], [-2.14061, -0.74580, -5.33127], [1.91123, 0.05039, -0.15560], [3.02118, 1.27677, 1.98801], [-2.66106, 6.75627, 6.79414], [-1.73477, -9.48046, -1.87652], [-2.96055, -0.38710, -4.69292], [-4.77641, -7.08833, 3.88988], [2.10283, -7.58865, -2.77097], [-3.55671, 8.88771, -2.18337], [-5.05729, 6.61701, 1.23183], [1.62851, 2.42010, -5.15378], [-1.82174, -8.26386, 0.28282], [-1.22381, 4.73405, 6.62037], [-1.43711, 7.58452, -2.11829], [1.82984, -4.64671, 1.01580], [3.62029, 0.71917, -8.64789], [-6.00663, -9.95308, -0.05012], [-0.89678, 2.83943, 1.08035], [1.99331, -6.37919, -0.59172], [1.61284, 6.49001, 9.42408], [0.71107, 2.24714, -3.11960], [-1.38798, 1.65595, -4.29765], [3.60630, 0.04986, -3.15213], [-0.00842, -2.38341, -4.83436], [5.08701, 2.72520, -8.79155], [-2.22441, -1.83930, -5.31893], [2.88565, 2.33809, 4.17021], [-7.60459, -9.71074, 1.84242], [-3.17985, -7.33049, 1.99859], [3.09697, 4.42901, -5.29789], [4.64511, -4.26670, -0.90277], [0.86208, 3.63796, 4.84871], [-2.93711, 5.31971, 1.29030], [3.01361, 1.50392, -2.35263], [-0.01782, -2.79623, 2.07263], [2.04961, -1.80522, -3.63993], [1.98459, -1.00610, 4.34864], [0.17906, 8.51676, 9.60592], [-2.19580, -0.34814, -6.34782]], "lowdin_charge": [0.4731, 0.4580, 0.2062, 0.1284, 0.1383, 0.1261, 0.0991, 0.1382, -0.1646, 0.0919, 0.0813, 0.1086, -0.1355, 0.2063, 0.1206, 0.0891, 0.1230, 0.1198, 0.1162, 0.1185, -0.1634, 0.0013, 0.0730, -0.1811, -0.2112, 0.0027, 0.0987, 0.1156, -0.0091, 0.0265, 0.0257, -0.1216, 0.0208, -0.3836, 0.0255, 0.0223, -0.0390, 0.0299, 0.0292, -0.2235, 0.0088, -0.3832, -0.0430, 0.0315, -0.0234, -0.0255, -0.3814, 0.0211, -0.1353, 0.0338, -0.0705, -0.3855, -0.3503, -0.3752, -0.3777, -0.0459, 0.0299, 0.0303, 0.0262, -0.5502, 0.0310, -0.3573, 0.0183, -0.0851, 0.0408, -0.3848, -0.2592, 0.0577, -0.3811, 0.0242, 0.0155, -0.3662, 0.0196, -0.3848, 0.0187, -0.0287, 0.0076, 0.1234, 0.1247, 0.1249, 0.0858, 0.1250, 0.1215, 0.1244, 0.1258, 0.0863, 0.0741, 0.0938, 0.1204, 0.0761, 0.1235, 0.1243, 0.1451, 0.0821, 0.1224, 0.1186, 0.1309, 0.1280, 0.1230, 0.1257, 0.0766, 0.1252, 0.1264, 0.1153, 0.1238, 0.0955, 0.1277, 0.0881, 0.1352, 0.1042, 0.1140, 0.1228, 0.1243, 0.0890]}